# 1
This record from OMol25 describes a structure of composition C20H18BrIN2O4SbSe5Y. The level of theory is ωB97M-V/def2-TZVPD.

Geometry as XYZ:
```
53
Properties=species:S:1:pos:R:3
Y -1.005 -1.621 1.387
Se -2.752 -3.286 -0.339
Sb -1.900 -4.581 1.604
Se -2.470 -2.928 3.393
Se 0.542 -3.976 1.251
Se -2.401 -6.898 1.941
O 1.073 1.844 6.077
C 1.765 0.716 6.083
O 2.589 0.471 6.938
C 1.461 -0.250 5.003
C 2.088 -1.474 4.845
N 1.563 -2.048 3.755
N 0.628 -1.283 3.204
C 0.538 -0.195 3.941
C -0.533 0.772 3.542
O -0.583 1.875 4.126
O -1.297 0.368 2.627
H 0.426 1.886 5.305
H 2.852 -1.943 5.439
H 1.678 -2.970 3.329
C 1.762 -3.447 -4.973
C 1.330 -2.515 -3.872
C 0.092 -1.890 -3.901
C -0.333 -1.052 -2.875
C -1.705 -0.444 -2.954
C 0.508 -0.812 -1.778
Se -0.079 0.366 -0.368
C 1.760 -1.445 -1.730
C 2.724 -1.275 -0.583
C 2.146 -2.277 -2.777
H 1.002 -3.510 -5.753
H 1.930 -4.457 -4.591
H 2.694 -3.117 -5.439
H -0.580 -2.077 -4.733
H -2.194 -0.720 -3.889
H -1.659 0.645 -2.880
H -2.322 -0.784 -2.120
H 2.217 -0.970 0.329
H 3.466 -0.504 -0.811
H 3.252 -2.212 -0.398
H 3.110 -2.774 -2.712
Br -2.240 7.085 1.219
C -2.073 5.882 -0.241
C -2.256 6.407 -1.515
C -2.139 5.584 -2.621
C -1.836 4.240 -2.450
C -1.652 3.723 -1.180
C -1.772 4.539 -0.052
I -1.477 3.629 1.794
H -2.490 7.457 -1.630
H -2.286 5.995 -3.612
H -1.743 3.582 -3.305
H -1.422 2.670 -1.048
```

Lowest unoccupied orbital energy (eV): 3.496
HOMO-LUMO gap (eV): 6.0
Total energy (Ha): -16341.283724
Strongest force on any atom (eV Å⁻¹): 0.773
Energy relative to the best compared isomer or geometry (same formula, charge and spin) (kJ/mol): 17.9
Net charge: -2

natural (NBO) population analysis, charges in e, atoms 1 to 5: number 1, Y, carries 1.32; number 2, Se, carries -0.72; number 3, Sb, carries 1.05; number 4, Se, carries -0.71; number 5, Se, carries -0.81

# 2
This record from OMol25 describes the molecule C2H5N3S2. The level of theory is ωB97M-V/def2-TZVPD.

Geometry as XYZ:
```
12
Properties=species:S:1:pos:R:3
H 1.374 -0.184 -2.494
N 0.974 -0.388 -1.597
C 0.129 0.486 -1.251
N -0.291 1.596 -1.937
S -0.740 0.349 0.328
C 0.201 -0.963 1.044
N 0.009 -1.436 2.227
S -1.226 -0.793 3.195
H -0.691 2.356 -1.409
H 0.253 1.856 -2.722
H 0.975 -1.325 0.409
H -0.968 -1.555 4.207
```

Lowest unoccupied orbital energy (eV): 0.575
HOMO-LUMO gap (eV): 9.2
Total energy (Ha): -1039.821481
SMILES: [H]/N=C(\N)S/C=N\S
Strongest force on any atom (eV Å⁻¹): 2.175
Energy relative to the best compared isomer or geometry (same formula, charge and spin) (kJ/mol): 162.5

natural (NBO) population analysis, charges in e, atoms 1 to 5: number 1, H, carries 0.34; number 2, N, carries -0.73; number 3, C, carries 0.33; number 4, N, carries -0.83; number 5, S, carries 0.19